# 1
{
  "formula": "CsH6O3",
  "method": "wB97M-V/def2-TZVPD",
  "elements": ["Cs", "O", "H", "H", "O", "H", "H", "O", "H", "H"],
  "coordinates": [[0.079, -1.384, -0.096], [-1.876, 0.868, -0.048], [-2.505, 0.142, 0.073], [-2.020, 1.495, 0.680], [1.578, -1.138, -2.671], [2.526, -0.954, -2.577], [1.219, -0.372, -3.149], [0.445, 0.752, 2.383], [0.867, 0.410, 3.188], [-0.314, 0.181, 2.217]],
  "relative_energy_ev": 0.4780,
  "energy_ha": -249.2605,
  "homo_lumo_gap_ha": 0.4415,
  "total_charge": 1,
  "molar_mass_g_mol": 186.95
}

***

# 2
{
  "formula": "CuH12O6",
  "method": "wB97M-V/def2-TZVPD",
  "elements": ["Cu", "O", "H", "H", "O", "H", "H", "O", "H", "H", "O", "H", "H", "O", "H", "H", "O", "H", "H"],
  "coordinates": [[0.003, -0.023, -0.091], [-1.503, -0.399, -1.615], [-1.540, -1.264, -2.055], [-2.389, -0.076, -1.512], [-1.357, 1.182, 0.953], [-1.019, 1.716, 1.708], [-2.284, 1.050, 1.086], [1.486, 0.361, 1.476], [2.282, 0.860, 1.502], [1.631, -0.223, 2.188], [1.595, -1.072, -1.083], [2.521, -1.273, -0.950], [1.468, -1.648, -1.824], [-0.581, -1.706, 0.969], [-0.264, -1.980, 1.783], [-1.446, -2.135, 0.714], [0.537, 1.857, -1.120], [-0.304, 2.242, -1.428], [1.159, 2.534, -0.705]],
  "multiplicity": 2,
  "relative_energy_ev": 0.3303,
  "energy_ha": -2098.5047,
  "homo_lumo_gap_ha": [0.4826, 0.3633],
  "total_charge": 2,
  "molar_mass_g_mol": 171.64
}

***

# 3
{
  "formula": "CuH30O19S",
  "method": "wB97M-V/def2-TZVPD",
  "elements": ["Cu", "S", "O", "O", "O", "O", "O", "H", "H", "O", "H", "H", "O", "H", "H", "O", "H", "H", "O", "H", "H", "O", "H", "H", "O", "H", "H", "O", "H", "H", "O", "H", "H", "O", "H", "H", "O", "H", "H", "O", "H", "H", "O", "H", "H", "O", "H", "H", "O", "H", "H"],
  "coordinates": [[29.606, -1.658, 8.675], [26.893, -3.328, 10.099], [25.980, -3.850, 9.061], [28.024, -2.612, 9.497], [26.185, -2.285, 10.928], [27.274, -4.373, 10.960], [24.018, -1.198, 10.228], [24.850, -1.582, 10.595], [23.316, -1.801, 10.438], [29.485, -5.222, 11.039], [28.544, -4.829, 11.015], [29.378, -6.034, 10.559], [23.983, -5.350, 9.753], [24.124, -5.294, 10.677], [24.572, -4.739, 9.322], [30.014, -1.079, 10.704], [30.650, -0.603, 11.226], [29.656, -1.648, 11.391], [26.662, -6.927, 11.722], [26.736, -5.995, 11.653], [25.746, -7.111, 11.891], [29.238, -2.510, 6.799], [28.592, -3.236, 6.851], [29.200, -2.166, 5.890], [27.569, -4.665, 6.936], [26.840, -4.501, 7.543], [27.556, -5.612, 6.752], [24.936, -2.249, 13.021], [24.232, -1.623, 12.837], [25.400, -2.406, 12.229], [29.530, -2.565, 12.854], [29.608, -2.493, 13.780], [29.352, -3.488, 12.635], [30.789, -3.526, 9.120], [30.769, -4.188, 8.404], [30.890, -4.065, 9.954], [26.615, 0.197, 9.569], [27.253, 0.699, 10.078], [26.356, -0.580, 10.104], [27.386, -0.617, 12.614], [26.620, -0.393, 13.100], [27.050, -1.350, 12.019], [27.042, -4.348, 13.534], [27.197, -4.395, 12.573], [27.180, -3.459, 13.824], [24.316, -3.814, 7.131], [24.786, -4.483, 6.567], [24.983, -3.675, 7.816], [26.235, -1.843, 6.590], [26.046, -0.991, 6.758], [25.504, -2.287, 6.989]],
  "multiplicity": 2,
  "energy_ha": -3486.1480,
  "homo_lumo_gap_ha": [0.2871, 0.1813],
  "total_charge": 0,
  "molar_mass_g_mol": 429.83
}

***

# 4
{
  "formula": "F10Li5N5O20S10",
  "method": "wB97M-V/def2-TZVPD",
  "elements": ["Li", "Li", "Li", "Li", "Li", "N", "S", "O", "O", "F", "S", "O", "O", "F", "N", "S", "O", "O", "F", "S", "O", "O", "F", "N", "S", "O", "O", "F", "S", "O", "O", "F", "N", "S", "O", "O", "F", "S", "O", "O", "F", "N", "S", "O", "O", "F", "S", "O", "O", "F"],
  "coordinates": [[-22.880, 0.905, -14.069], [-21.076, 2.744, -12.453], [-20.416, -4.040, -13.302], [-18.504, 2.038, -14.509], [-16.913, 0.160, -14.276], [-23.903, -0.153, -15.272], [-24.129, -1.525, -14.803], [-22.962, -2.186, -14.101], [-25.173, -2.234, -15.527], [-25.055, -1.124, -13.559], [-23.008, -0.651, -16.648], [-23.804, -1.299, -17.714], [-21.656, -1.113, -16.446], [-22.872, 0.924, -17.165], [-20.091, 3.235, -14.056], [-19.812, 4.752, -14.265], [-20.957, 5.664, -14.164], [-18.661, 5.054, -15.085], [-19.114, 4.889, -12.811], [-21.065, 3.242, -15.544], [-20.777, 4.025, -16.753], [-22.425, 2.756, -15.340], [-20.296, 1.849, -15.931], [-18.658, 0.461, -13.317], [-18.951, 0.464, -11.855], [-18.743, -0.790, -11.180], [-20.048, 1.321, -11.393], [-17.664, 1.318, -11.472], [-19.952, -0.614, -13.700], [-21.262, -0.001, -13.836], [-19.820, -2.085, -13.526], [-19.383, -0.564, -15.185], [-22.897, 2.053, -12.508], [-24.209, 2.883, -12.632], [-24.745, 3.489, -11.418], [-25.179, 2.465, -13.624], [-23.686, 4.229, -13.270], [-23.361, 1.293, -11.055], [-24.637, 0.571, -11.134], [-23.034, 1.907, -9.767], [-22.264, 0.123, -11.192], [-16.920, 1.637, -15.477], [-16.716, 1.291, -16.968], [-15.316, 1.016, -17.383], [-17.632, 1.910, -17.905], [-17.193, -0.229, -16.833], [-16.025, 3.092, -15.514], [-16.367, 4.089, -16.497], [-14.634, 2.964, -15.209], [-16.630, 3.566, -14.115]],
  "energy_ha": -6796.7452,
  "homo_lumo_gap_ha": 0.2565,
  "total_charge": 0,
  "molar_mass_g_mol": 935.37
}

***

# 5
{
  "formula": "F12NO3P2Rb",
  "method": "wB97M-V/def2-TZVPD",
  "elements": ["Rb", "P", "F", "F", "F", "F", "F", "F", "P", "F", "F", "F", "F", "F", "F", "N", "O", "O", "O"],
  "coordinates": [[1.243, -0.280, 0.351], [-0.763, -0.334, -2.553], [-0.429, 0.386, -3.932], [-1.196, -1.743, -3.275], [0.780, -0.922, -2.526], [-1.101, -1.136, -1.130], [-0.225, 0.966, -1.691], [-2.309, 0.111, -2.604], [-0.088, 2.563, 2.132], [-0.588, 3.874, 1.326], [0.670, 3.526, 3.190], [-1.426, 2.609, 3.078], [0.338, 1.180, 2.907], [-0.871, 1.594, 1.125], [1.215, 2.484, 1.151], [1.153, -3.749, 0.628], [0.807, -3.144, -0.414], [1.248, -3.054, 1.678], [1.544, -4.932, 0.558]],
  "relative_energy_ev": 0.6155,
  "energy_ha": -2186.1870,
  "homo_lumo_gap_ha": 0.2626,
  "total_charge": -2,
  "molar_mass_g_mol": 437.40
}

***

# 6
{
  "formula": "F18K2N9Na2O36S18",
  "method": "wB97M-V/def2-TZVPD",
  "elements": ["Na", "Na", "K", "K", "N", "S", "O", "O", "F", "S", "O", "O", "F", "N", "S", "O", "O", "F", "S", "O", "O", "F", "N", "S", "O", "O", "F", "S", "O", "O", "F", "N", "S", "O", "O", "F", "S", "O", "O", "F", "N", "S", "O", "O", "F", "S", "O", "O", "F", "N", "S", "O", "O", "F", "S", "O", "O", "F", "N", "S", "O", "O", "F", "S", "O", "O", "F", "N", "S", "O", "O", "F", "S", "O", "O", "F", "N", "S", "O", "O", "F", "S", "O", "O", "F"],
  "coordinates": [[1.002, -1.340, -3.977], [0.777, 2.447, 1.782], [0.922, -0.533, 3.213], [0.880, 4.445, -1.337], [0.416, 0.410, 0.707], [1.440, 0.590, -0.638], [1.485, 1.955, -1.114], [1.538, -0.454, -1.600], [2.768, 0.453, 0.186], [-0.884, -0.165, -0.048], [-0.987, -1.571, -0.037], [-1.274, 0.569, -1.214], [-1.906, 0.341, 1.063], [-4.019, -1.091, 5.421], [-5.177, 0.000, 5.927], [-6.251, 0.301, 5.032], [-4.626, 1.076, 6.698], [-5.831, -0.998, 6.999], [-3.477, -0.373, 4.107], [-3.065, 1.006, 4.183], [-4.166, -0.801, 2.932], [-2.008, -1.056, 4.150], [-0.299, -5.529, 2.957], [-0.341, -4.241, 2.112], [-0.695, -3.003, 2.782], [-0.767, -4.424, 0.764], [1.244, -3.992, 1.972], [-1.898, -5.912, 3.024], [-2.293, -6.818, 1.993], [-2.777, -4.884, 3.469], [-1.788, -6.834, 4.349], [-7.085, 3.089, 2.460], [-6.092, 3.958, 3.333], [-5.763, 3.382, 4.602], [-6.252, 5.395, 3.248], [-4.752, 3.737, 2.485], [-8.525, 3.777, 2.887], [-8.932, 4.826, 2.001], [-8.777, 3.971, 4.286], [-9.503, 2.582, 2.504], [3.788, 4.554, -1.205], [4.880, 3.643, -1.903], [4.542, 2.263, -2.004], [6.207, 4.103, -1.627], [4.785, 4.219, -3.414], [4.016, 4.076, 0.406], [5.289, 3.745, 0.933], [2.891, 3.361, 0.975], [3.784, 5.605, 0.891], [3.763, -4.233, -1.948], [2.256, -4.696, -1.897], [1.289, -3.821, -2.520], [1.870, -5.393, -0.712], [2.343, -5.825, -3.057], [3.932, -3.315, -0.558], [4.816, -3.850, 0.425], [2.770, -2.587, -0.146], [4.815, -2.197, -1.276], [-3.871, -2.514, -4.898], [-4.210, -1.177, -5.778], [-3.236, -0.626, -6.666], [-5.080, -0.279, -5.079], [-5.241, -1.912, -6.799], [-2.806, -1.974, -3.897], [-3.313, -1.093, -2.900], [-1.528, -1.720, -4.527], [-2.538, -3.293, -3.059], [0.190, 0.931, -4.425], [1.567, 1.865, -4.624], [1.858, 2.858, -3.635], [1.923, 2.167, -5.975], [2.649, 0.747, -4.254], [-0.786, 2.199, -4.213], [-0.893, 3.014, -5.392], [-0.842, 2.928, -2.975], [-2.129, 1.383, -4.160], [7.965, 0.564, 1.728], [8.503, 0.647, 0.184], [8.298, 1.926, -0.408], [8.415, -0.521, -0.640], [10.077, 0.674, 0.556], [6.557, -0.100, 1.545], [6.644, -1.509, 1.781], [5.651, 0.411, 0.561], [5.881, 0.458, 2.922]],
  "energy_ha": -13690.9528,
  "homo_lumo_gap_ha": 0.2259,
  "total_charge": -5,
  "molar_mass_g_mol": 1745.37
}

***

# 7
{
  "formula": "F18NaP3",
  "method": "wB97M-V/def2-TZVPD",
  "elements": ["Na", "P", "F", "F", "F", "F", "F", "F", "P", "F", "F", "F", "F", "F", "F", "P", "F", "F", "F", "F", "F", "F"],
  "coordinates": [[15.039, 13.324, 18.751], [17.390, 15.653, 18.550], [16.006, 15.392, 19.345], [16.617, 16.427, 17.339], [17.736, 17.060, 19.317], [18.681, 15.874, 17.648], [18.175, 14.735, 19.618], [17.046, 14.255, 17.714], [12.571, 10.703, 17.810], [10.972, 10.258, 17.607], [12.014, 11.716, 18.991], [12.859, 9.558, 18.938], [14.169, 11.136, 17.986], [12.966, 9.695, 16.559], [12.275, 11.917, 16.794], [16.208, 11.624, 21.152], [14.692, 12.248, 20.984], [16.795, 13.128, 21.237], [16.062, 11.658, 22.796], [17.665, 10.950, 21.211], [15.694, 10.059, 21.029], [16.461, 11.597, 19.549]],
  "relative_energy_ev": 0.8055,
  "energy_ha": -2984.8418,
  "homo_lumo_gap_ha": 0.3997,
  "total_charge": -2,
  "molar_mass_g_mol": 457.88
}

***

# 8
{
  "formula": "F24KP4",
  "method": "wB97M-V/def2-TZVPD",
  "elements": ["K", "P", "F", "F", "F", "F", "F", "F", "P", "F", "F", "F", "F", "F", "F", "P", "F", "F", "F", "F", "F", "F", "P", "F", "F", "F", "F", "F", "F"],
  "coordinates": [[4.252, 8.310, 8.459], [5.253, 6.153, 11.729], [3.611, 6.530, 11.558], [4.682, 4.683, 11.393], [5.407, 6.562, 10.160], [6.829, 5.666, 11.747], [5.601, 7.659, 12.160], [4.968, 5.738, 13.344], [5.133, 7.231, 5.163], [4.078, 8.277, 5.739], [4.658, 6.166, 6.342], [4.065, 6.594, 4.091], [6.306, 6.191, 4.701], [5.700, 8.256, 4.030], [6.236, 7.948, 6.151], [0.745, 6.838, 8.442], [-0.797, 7.151, 8.847], [0.369, 7.054, 6.941], [1.208, 8.391, 8.611], [2.257, 6.422, 8.019], [1.185, 6.711, 9.997], [0.527, 5.283, 8.342], [7.252, 10.253, 8.490], [6.937, 8.653, 8.604], [8.660, 9.864, 9.199], [7.683, 9.985, 6.958], [7.617, 11.861, 8.336], [5.723, 10.463, 7.968], [6.847, 10.512, 10.028]],
  "relative_energy_ev": 1.3638,
  "energy_ha": -4363.1871,
  "homo_lumo_gap_ha": 0.3845,
  "total_charge": -3,
  "molar_mass_g_mol": 618.95
}

***

Q: Number 6 is which compound?
A: F18K2N9Na2O36S18